Entry from the Open Molecules 2025 dataset: a cluster of 2 separate species, C2H4N4S in total (the ωB97M-V functional and the def2-TZVPD basis).

Atoms and positions in Å:
1 C -1.73905 -1.20809 -1.05095
2 C 0.98766 1.17847 -0.20242
3 N -0.76482 -1.72725 -0.63958
4 N 1.52519 1.63474 -1.20841
5 N 0.05977 0.85423 0.51929
6 N 0.01578 0.73820 1.89272
7 S 0.47745 -2.17411 0.14549
8 H -2.41142 -1.21718 -1.88257
9 H 2.14066 1.23002 -1.90491
10 H 0.70940 0.17199 2.29374
11 H -1.00061 0.51898 2.03761

Results
LUMO level in eV: 0.0
Frontier orbital gap in Ha: 0.30253
SMILES: C#[N+][S-].N=C=NN
Maximum force in eV Å⁻¹: 3.49
Relative energy (zero: lowest compared OMol25 entry of this formula, charge and spin) in kcal per mole: 108.4
DFT total energy in eV: -18929.8488